(1)
The following is a DFT calculation (wB97M-V/def2-TZVPD) of a structure of composition C31H17Cl4IrN6O4.

Results
* <S²>: 8.8495
* ΔE to the lowest compared entry with this formula, charge and spin: 0.9 kcal/mol
* multiplicity: 6
* net charge: +1
* HOMO-LUMO gap (alpha / beta): 0.186 / 0.171 Ha
* HOMO level (alpha / beta): -9.21 / -11.01 eV

Positions of all 63 atoms, in Å:
Ir: -0.72500 -0.16910 -0.20280
C: -3.80460 0.91910 -3.04550
C: -2.80730 0.20740 -2.40930
N: -2.24970 0.65420 -1.28450
C: -2.70140 1.85350 -0.76340
C: -3.71690 2.53770 -1.45440
N: -4.24080 2.08130 -2.55340
C: -2.07710 2.26540 0.45780
C: -2.40490 3.35210 1.25930
C: -1.72960 3.58220 2.46110
C: -0.73590 2.64530 2.84880
C: -0.43850 1.57890 2.03410
N: -1.07660 1.41300 0.84810
C: 0.50750 0.49760 2.28600
C: 1.40330 0.42930 3.36610
N: 2.03940 -0.70870 3.60840
C: 2.03860 -1.68610 2.78530
C: 1.49190 -1.50970 1.39350
N: 0.50480 -0.47240 1.35760
C: -2.04670 4.72520 3.31640
C: -1.61090 4.78300 4.64860
C: -1.96370 5.86650 5.43340
N: -2.70670 6.84730 4.97220
C: -3.12990 6.82980 3.72820
C: -2.81580 5.80290 2.85650
H: -4.26870 0.57120 -3.95300
H: -2.45450 -0.73750 -2.79980
H: -4.10420 3.47760 -1.09410
H: -3.20800 3.99500 0.94010
H: -0.19390 2.76090 3.77040
H: 1.59260 1.25720 4.02850
H: 2.43740 -2.64300 3.08200
H: 1.07680 -2.46450 1.02100
H: -1.01730 4.00290 5.09570
H: -1.63820 5.94700 6.46110
H: -3.73370 7.66840 3.41770
H: -3.15150 5.86130 1.83560
Cl: 3.17690 -1.88560 -5.84820
C: 2.12360 -1.87600 -4.50560
C: 1.58980 -3.09120 -4.03950
Cl: 2.03940 -4.54350 -4.80040
C: 0.70280 -3.10640 -2.96040
Cl: 0.01220 -4.57320 -2.43830
C: 0.37800 -1.91790 -2.27320
O: -0.37840 -1.90580 -1.24440
C: 0.95430 -0.64960 -2.73440
O: 0.67540 0.40330 -2.09720
C: 1.79650 -0.67680 -3.88470
Cl: 2.42900 0.79590 -4.46720
O: 2.44610 -3.08670 -0.59450
C: 2.86780 -1.96040 -0.51320
O: 2.51040 -1.10960 0.46940
C: 3.79670 -1.31560 -1.45860
C: 3.94380 0.07080 -1.47030
C: 4.79810 0.65890 -2.38120
C: 5.50220 -0.11980 -3.28660
C: 5.35830 -1.49810 -3.27630
C: 4.50880 -2.09910 -2.36750
H: 3.36550 0.67150 -0.78640
H: 4.90880 1.72990 -2.39160
H: 6.15030 0.34940 -4.00920
H: 5.91370 -2.09810 -3.97930
H: 4.39370 -3.17190 -2.34260

---

(2)
The following is a DFT calculation (wB97M-V/def2-TZVPD) of a structure of composition C31H17Cl5N4O5Ti.

Results
* <S²>: 2.0366
* ΔE to the lowest compared entry with this formula, charge and spin: 45.9 kcal/mol
* multiplicity: 3
* net charge: -2
* HOMO-LUMO gap (alpha / beta): 0.144 / 0.219 Ha
* HOMO level (alpha / beta): 0.00 / -2.04 eV

Positions of all 63 atoms, in Å:
Ti: -0.17184 0.10497 -0.40012
O: 3.87883 1.69282 -1.15444
C: 2.95328 1.02392 -0.66208
N: 1.66464 1.04538 -0.97225
C: 1.13538 2.17867 -1.63260
C: 1.62886 3.48009 -1.50962
C: 0.94685 4.54781 -2.07248
C: -0.22744 4.33313 -2.79011
C: -0.72132 3.04633 -2.94457
C: -0.05925 1.95893 -2.36587
N: -0.52379 0.61785 -2.35117
C: -1.39046 0.16469 -3.24061
O: -1.72946 0.65464 -4.32970
C: -2.08942 -1.12476 -2.80529
C: -3.25952 -1.48445 -3.46205
C: -3.98461 -2.56975 -3.00321
C: -3.51045 -3.26724 -1.91380
C: -2.32074 -2.84703 -1.34226
N: -1.61764 -1.80277 -1.77646
C: 3.35892 0.06745 0.46510
C: 4.68528 0.04936 0.87907
C: 5.03359 -0.72637 1.97432
C: 4.04996 -1.44704 2.62559
C: 2.75895 -1.37564 2.12619
N: 2.43167 -0.64629 1.06323
H: 2.53903 3.64384 -0.95409
H: 1.33000 5.55620 -1.94074
H: -0.76234 5.16929 -3.23006
H: -1.62161 2.86457 -3.51172
H: -3.56888 -0.87962 -4.30163
H: -4.91678 -2.85579 -3.47759
H: -4.04200 -4.11933 -1.50394
H: -1.91238 -3.38048 -0.49023
H: 5.39385 0.66068 0.33817
H: 6.05966 -0.75959 2.32183
H: 4.26839 -2.05459 3.49567
H: 1.94701 -1.92491 2.60212
Cl: -3.61355 4.61007 4.37846
C: -2.53926 3.65056 3.33740
C: -1.16623 3.77872 3.50343
C: -0.33529 3.00204 2.67764
Cl: 1.40167 3.15021 2.88309
C: -0.81315 2.11418 1.72066
O: 0.00636 1.40240 0.98882
C: -2.24890 2.02527 1.55808
C: -2.78515 1.19147 0.56696
O: -2.09987 0.44920 -0.25014
C: -3.08823 2.80838 2.39982
H: -0.74342 4.44696 4.24267
H: -3.87107 1.17181 0.44767
H: -4.16650 2.73249 2.29453
Cl: 2.05712 -6.70458 1.16123
C: 1.30100 -5.11150 1.04392
C: 1.63645 -4.26756 0.00175
C: 1.03964 -3.03217 -0.07988
Cl: 1.42863 -1.97167 -1.39799
C: 0.10470 -2.54791 0.87432
O: -0.42388 -1.37724 0.82300
C: -0.20500 -3.46997 1.90086
Cl: -1.35667 -2.97917 3.11170
C: 0.37483 -4.71954 1.99324
H: 2.36703 -4.56736 -0.74160
H: 0.10452 -5.38004 2.80771

---

(3)
The following is a DFT calculation (wB97M-V/def2-TZVPD) of a structure of composition C31H19Cl2F10N5NiS4.

Results
* <S²>: 2.0056
* ΔE to the lowest compared entry with this formula, charge and spin: 39.7 kcal/mol
* multiplicity: 3
* net charge: -2
* HOMO-LUMO gap (alpha / beta): 0.226 / 0.225 Ha
* HOMO level (alpha / beta): -2.06 / -2.02 eV

Positions of all 72 atoms, in Å:
Ni: -0.05312 -0.54713 -0.24772
C: 0.18608 2.42361 0.73854
N: -0.58741 1.22517 1.06371
C: -0.37458 0.84715 2.45030
C: 1.04691 0.34339 2.67394
N: 1.48251 -0.47320 1.55261
C: 2.81490 -0.62138 1.33357
C: 3.25929 -1.64989 0.44792
F: 2.32403 -2.41109 -0.13209
C: 4.56522 -1.93643 0.15160
F: 4.86395 -2.94448 -0.67715
C: 5.59250 -1.21148 0.72942
F: 6.88548 -1.50648 0.48242
C: 5.24259 -0.20529 1.58651
F: 6.21357 0.52651 2.16684
C: 3.91967 0.08297 1.87967
F: 3.76161 1.14345 2.72010
C: -2.00683 1.42548 0.79806
C: -2.27800 1.63474 -0.68142
N: -1.46664 0.75249 -1.50569
C: -1.00984 1.25389 -2.69447
C: -0.57730 2.55736 -3.02463
F: -0.67856 3.59501 -2.14911
C: 0.05957 2.87968 -4.20944
F: 0.53177 4.12767 -4.37964
C: 0.23893 1.95280 -5.20440
F: 0.89115 2.26205 -6.33832
C: -0.31907 0.70722 -5.01149
F: -0.31165 -0.17932 -6.02110
C: -0.95158 0.40095 -3.83016
F: -1.63649 -0.75347 -3.80726
H: -0.17969 3.28388 1.32005
H: 0.11344 2.64469 -0.31947
H: 1.23914 2.25395 0.95520
H: -1.08624 0.05771 2.70064
H: -0.57854 1.69884 3.11454
H: 1.02230 -0.26370 3.59349
H: 1.68613 1.19107 2.88294
H: -2.39353 2.28351 1.36888
H: -2.53254 0.53413 1.14121
H: -2.17122 2.68874 -0.92614
H: -3.34252 1.39407 -0.83264
Cl: -1.35804 -1.89224 1.14706
C: -1.86490 -3.32456 0.30418
C: -2.70346 -4.20124 0.96020
C: -3.09923 -5.36699 0.32660
C: -2.64034 -5.62067 -0.95966
C: -1.80268 -4.72426 -1.59894
Cl: -1.28734 -5.10720 -3.21347
C: -1.35613 -3.51931 -0.99764
S: -0.30862 -2.41767 -1.78906
H: -3.03846 -3.97588 1.96547
H: -3.75653 -6.06668 0.82697
H: -2.93081 -6.52487 -1.48083
S: 6.81522 0.22790 -4.66127
C: 5.25814 0.20949 -4.04438
S: 4.87174 0.98035 -2.54449
C: 3.16901 0.48007 -2.65647
N: 2.96554 -0.20942 -3.73354
N: 4.11656 -0.36433 -4.50764
C: 3.91673 -1.15819 -5.68428
C: 2.77439 -1.96554 -5.73542
C: 2.52383 -2.74981 -6.84808
C: 3.39585 -2.74796 -7.92958
C: 4.51890 -1.93741 -7.88241
C: 4.78567 -1.14148 -6.77333
S: 2.04835 0.93592 -1.46984
H: 2.09313 -1.96360 -4.89915
H: 1.63230 -3.36655 -6.86556
H: 3.19939 -3.36634 -8.79913
H: 5.20795 -1.91009 -8.72008
H: 5.66271 -0.51848 -6.75517

---

(4)
The following is a DFT calculation (wB97M-V/def2-TZVPD) of a structure of composition C31H19CrF3N2O6Sb.

Results
* <S²>: 1.1728
* multiplicity: 2
* net charge: 0
* HOMO-LUMO gap (alpha / beta): 0.183 / 0.198 Ha
* HOMO level (alpha / beta): -7.92 / -7.92 eV

Positions of all 63 atoms, in Å:
Cr: 0.21582 0.10289 -0.24801
O: -1.36903 -0.45300 3.36371
C: -0.94556 -0.02583 2.30966
O: 0.03930 -0.48565 1.62722
C: -1.61433 1.13784 1.61236
C: -2.44355 2.02952 2.26842
C: -2.97368 3.09489 1.56154
C: -2.67898 3.19074 0.20602
C: -1.85279 2.25351 -0.38009
N: -1.29891 1.24128 0.30396
H: -2.64324 1.87169 3.31676
H: -3.59535 3.82718 2.04914
H: -3.08081 3.99543 -0.38601
H: -1.62328 2.30833 -1.43683
O: 2.45125 1.77992 -6.46846
C: 1.25535 1.84713 -6.25692
O: 0.25266 2.13003 -6.88772
C: 0.90211 1.44735 -4.74965
C: -0.30286 0.83323 -4.44013
C: -0.53321 0.44684 -3.13304
N: 0.34827 0.65166 -2.14729
C: 1.50547 1.26987 -2.46311
C: 1.82699 1.67682 -3.74489
C: 2.43730 1.39417 -1.27572
O: 3.56614 1.80779 -1.37534
O: 1.86695 0.97448 -0.19156
H: -1.04238 0.66844 -5.20753
H: -1.45506 -0.05621 -2.85675
H: 2.77602 2.14500 -3.95357
F: -2.42967 -8.00911 -2.66364
C: -2.05368 -6.79551 -2.22530
C: -0.73398 -6.40714 -2.36723
C: -0.35204 -5.16514 -1.89268
C: -1.27327 -4.33079 -1.27848
C: -2.59900 -4.72434 -1.18817
C: -3.00000 -5.96336 -1.65198
Sb: -0.65442 -2.48486 -0.31682
C: 1.44292 -2.88544 -0.57994
C: 2.07861 -3.92285 0.09174
C: 3.42968 -4.15829 -0.08944
C: 4.14329 -3.33859 -0.95010
F: 5.45566 -3.55996 -1.12557
C: 3.52674 -2.32955 -1.66891
C: 2.16973 -2.11814 -1.48379
C: -0.95655 -3.13864 1.71652
C: 0.09466 -3.14473 2.62541
C: -0.14321 -3.36231 3.96906
C: -1.44763 -3.53230 4.39751
F: -1.68914 -3.70814 5.70776
C: -2.51301 -3.50850 3.51529
C: -2.25825 -3.30158 2.17184
H: -0.02257 -7.07089 -2.83451
H: 0.67687 -4.85302 -2.00218
H: -3.33145 -4.06028 -0.74878
H: -4.02448 -6.28976 -1.56990
H: 1.50293 -4.56833 0.74352
H: 3.92695 -4.97512 0.41029
H: 4.09589 -1.74501 -2.37532
H: 1.66941 -1.39072 -2.11465
H: 1.10107 -2.92034 2.29917
H: 0.66374 -3.35355 4.68630
H: -3.52188 -3.60465 3.88463
H: -3.08844 -3.24403 1.47755

---

Results for M: 871.5, 750.6, 909.4, 746.3 (in g mol⁻¹, following the order of the records).